Entry 1:
ORCA calculation (wB97M-V/def2-TZVPD) on 2 unconnected molecules or ions with the total composition C12H17N in a non-equilibrium geometry.

Atoms and positions in Å:
H  -0.096  -0.482  -1.795
H  2.886  1.973  1.877
H  -0.841  0.111  2.979
H  -2.286  -2.586  -0.518
C  1.029  1.140  2.553
C  1.838  0.501  -1.868
C  -3.124  -2.823  0.145
C  -4.401  -1.493  -1.626
H  4.096  1.996  -2.107
C  1.991  1.422  1.611
H  -2.756  -2.781  1.162
H  -4.972  -0.566  -1.689
C  2.560  1.105  -0.901
N  0.680  -0.016  -1.357
C  0.618  0.275  -0.012
C  -0.104  0.391  2.241
C  -0.305  -0.098  0.954
H  -3.457  -3.843  -0.064
H  -1.104  -0.757  0.658
C  -4.255  -1.847  -0.152
H  4.673  1.131  -0.636
H  1.201  1.427  3.585
H  3.956  2.729  -0.577
H  -5.014  -2.222  -2.154
H  -5.215  -2.212  0.228
C  3.891  1.756  -1.062
H  -4.101  -0.922  0.409
C  1.794  0.967  0.310
H  -3.432  -1.394  -2.117
H  2.047  0.415  -2.919

Values from the calculation:
- LUMO energy: 0.0305 Ha
- SMILES: Cc1c[nH]c2ccccc12.CCC
- Frontier orbital gap: 0.3166 Ha

---

Entry 2:
ORCA calculation (wB97M-V/def2-TZVPD) on 2 unconnected molecules or ions with the total composition C4H7N in a non-equilibrium geometry.

Atoms and positions in Å:
C  0.243  -3.207  -0.178
H  0.580  -0.237  1.276
C  -0.124  0.256  0.721
H  1.408  1.300  -0.241
H  -0.939  -0.346  0.388
H  0.693  1.183  -2.451
C  0.517  0.868  -0.533
H  -0.905  -4.229  1.320
N  -0.360  -3.689  0.652
H  -0.601  -0.219  -2.014
H  -0.649  1.048  1.202
C  0.180  0.544  -1.760

Values from the calculation:
- LUMO energy (spin up / spin down): 0.0405 / -0.0591 Ha
- 2S+1: 3
- Frontier orbital gap (spin up / spin down): 0.2195 / 0.3563 Ha
- Expectation value of S²: 2.005

---

Entry 3:
ORCA calculation (wB97M-V/def2-TZVPD) on 3 unconnected molecules or ions with the total composition C3H14N2O2 in a non-equilibrium geometry.

Atoms and positions in Å:
C  0.560  0.278  0.784
H  -2.672  0.902  0.412
H  -1.703  3.584  0.664
O  -0.941  -2.656  1.342
H  -0.420  2.681  1.523
H  -0.943  -1.859  0.774
O  2.941  -2.242  -5.817
N  1.479  -0.295  1.786
H  -1.096  -0.113  1.847
C  -1.420  2.606  1.122
H  1.696  -1.271  1.644
H  2.872  -1.647  -6.571
H  2.953  -3.118  -6.215
H  -1.932  2.512  2.084
H  0.813  1.349  0.773
H  0.993  -0.134  -0.141
N  -0.883  0.165  0.869
H  0.968  -0.219  2.662
C  -1.613  1.305  0.352
H  -1.254  1.457  -0.750
H  -0.399  -3.284  0.855

Values from the calculation:
- LUMO energy: 0.0363 Ha
- SMILES: CCNCN.O.O
- Frontier orbital gap: 0.3613 Ha

---

Entry 4:
ORCA calculation (wB97M-V/def2-TZVPD) on 2 unconnected molecules or ions with the total composition C3HCl2FO in a non-equilibrium geometry.

Atoms and positions in Å:
C  -0.810  1.069  1.115
H  0.151  0.069  -0.407
Cl  3.682  0.298  -1.961
Cl  2.940  -0.774  0.539
C  -0.256  1.043  -0.075
F  -0.618  1.880  -1.043
C  2.511  -0.365  -0.999
O  -1.126  1.009  2.229

Values from the calculation:
- LUMO energy: -0.0393 Ha
- Frontier orbital gap: 0.2927 Ha

---

Entry 5:
ORCA calculation (wB97M-V/def2-TZVPD) on a molecular structure, C36H39CsN4O2SSe2 in a non-equilibrium geometry.

Atoms and positions in Å:
C  -4.233  0.255  -5.543
H  -0.423  -2.537  -2.468
H  -0.400  -2.610  1.543
H  -3.809  1.975  1.173
H  -3.184  -3.438  4.730
C  -2.845  1.486  1.048
Se  -0.705  2.504  3.823
C  -2.907  2.738  -5.618
H  0.723  -5.325  -0.573
H  -5.047  0.963  -5.377
C  -1.538  1.949  -3.802
N  1.799  0.143  4.208
C  -2.372  3.003  4.687
C  2.661  -5.554  -1.470
H  0.867  -3.399  0.674
C  -2.559  1.730  -4.729
H  0.048  -1.878  7.041
C  2.951  1.279  -4.421
H  3.141  1.574  3.586
H  -0.236  -0.125  -1.521
C  -0.909  3.176  -3.737
C  1.467  -4.890  -1.227
C  3.585  -5.033  -2.364
H  -2.202  -2.527  2.720
N  -0.006  -2.969  -1.659
C  1.230  0.686  -2.812
C  -0.430  -1.670  3.631
H  -0.590  4.952  3.272
H  -3.914  0.303  -6.587
H  0.422  3.993  2.194
H  2.148  -1.947  6.798
C  1.208  -3.680  -1.862
H  -3.688  2.584  -6.347
H  4.347  -0.354  -1.749
C  -0.569  4.060  2.642
H  -2.262  3.967  5.178
C  0.179  -1.546  4.908
C  -1.640  4.148  1.566
H  -2.513  4.739  -6.266
C  -1.623  -2.728  6.027
C  3.306  -3.842  -3.022
H  3.248  1.716  -5.364
H  4.238  -0.668  7.061
H  -0.744  5.139  -4.578
H  2.859  -6.493  -0.971
C  3.550  -0.426  6.260
H  -4.576  -0.750  -5.317
C  1.484  -0.826  5.082
C  3.935  0.689  -3.560
C  2.124  -3.165  -2.770
C  -0.088  0.506  -2.393
C  1.650  1.277  -4.051
H  4.513  -5.556  -2.555
H  0.915  1.706  -4.716
Se  -1.601  2.732  0.214
H  -2.569  2.234  5.431
H  4.975  0.705  -3.864
H  4.768  1.158  5.424
Cs  0.935  0.025  1.480
O  -3.147  0.509  -4.666
S  -2.024  -1.697  -0.538
H  -2.945  0.642  0.372
H  4.017  -3.429  -3.726
C  2.942  0.812  4.343
N  -0.065  -3.016  0.663
C  -1.247  4.183  -4.629
C  -1.646  -2.381  3.649
C  3.602  0.105  -2.386
C  -0.604  -2.621  -0.493
H  -2.074  -3.104  6.936
C  -2.240  3.959  -5.568
N  -1.248  0.917  -2.869
H  1.914  -2.221  -3.260
C  2.373  -1.135  6.120
O  1.903  -0.512  -0.872
H  -3.194  3.025  3.975
H  -2.046  0.430  -2.470
H  -2.641  4.143  1.995
H  -0.152  3.330  -2.978
C  2.222  0.055  -1.935
C  -0.417  -2.046  6.074
C  -2.241  -2.904  4.797
H  -2.455  1.137  2.000
H  -1.535  5.076  1.002
C  3.854  0.583  5.355

Values from the calculation:
- LUMO energy: -0.0189 Ha
- Frontier orbital gap: 0.2062 Ha

---

Entry 6:
ORCA calculation (wB97M-V/def2-TZVPD) on a molecular structure, C8H16BrPS in a non-equilibrium geometry.

Atoms and positions in Å:
C  0.957  1.515  -0.009
H  2.061  -0.387  -1.058
H  2.006  1.215  -0.030
H  -1.312  -0.656  3.118
C  -1.435  -0.038  2.149
H  -1.381  1.119  2.489
H  1.019  2.107  0.887
H  -2.013  0.599  -1.932
H  -2.261  -0.144  1.494
C  -0.116  -0.449  -1.261
H  -1.414  -0.778  -2.800
S  0.758  -3.363  0.118
Br  -3.790  1.842  -0.136
C  -0.224  0.503  0.032
H  1.639  0.250  2.332
C  1.336  -0.522  -1.769
H  1.577  -0.006  -2.681
H  0.864  -1.392  2.817
H  -0.614  0.757  -2.888
H  1.467  -1.508  -2.182
C  1.168  -0.698  1.895
H  -1.094  0.965  -0.148
C  -1.101  0.114  -2.269
C  -0.250  -0.369  1.279
H  1.754  -1.155  1.242
P  -0.504  -1.846  -0.030
H  0.903  2.325  -0.660

Values from the calculation:
- LUMO energy (spin up / spin down): -0.1478 / -0.1480 Ha
- Frontier orbital gap (spin up / spin down): 0.1186 / 0.1181 Ha

---

Entry 7:
ORCA calculation (wB97M-V/def2-TZVPD) on 2 unconnected molecules or ions with the total composition C5H7NO in a non-equilibrium geometry.

Atoms and positions in Å:
O  1.101  -1.668  -1.284
C  0.118  -1.378  -0.716
H  -2.924  -0.645  -0.034
H  -1.164  -2.303  -0.052
C  1.509  1.322  0.103
H  -2.143  0.152  1.275
N  2.559  0.483  0.272
H  2.487  -0.349  -0.304
H  -1.825  0.659  -0.396
H  2.772  0.269  1.237
C  -1.988  -0.191  0.253
C  0.557  2.038  -0.082
C  -0.926  -1.230  0.041
H  -0.124  2.825  -0.315

Values from the calculation:
- LUMO energy: 0.0259 Ha
- SMILES: CC=C=O.C#CN
- Frontier orbital gap: 0.3496 Ha

---

Entry 8:
ORCA calculation (wB97M-V/def2-TZVPD) on 2 unconnected molecules or ions with the total composition C10H16 in a non-equilibrium geometry.

Atoms and positions in Å:
H  -3.360  -0.144  -0.977
C  -2.395  0.153  -1.550
H  1.905  2.687  1.003
C  -1.193  -0.692  -1.464
H  2.111  -1.118  -2.264
H  0.134  0.369  2.390
H  -0.083  2.973  3.310
H  -2.974  0.101  -2.505
C  0.294  2.478  2.330
H  1.882  0.779  2.336
H  1.432  4.334  1.496
H  2.009  -2.369  -0.293
C  1.476  3.304  1.719
H  2.245  3.499  2.431
C  -0.137  -2.560  -0.233
H  -0.306  -3.154  0.743
H  -0.021  0.637  -2.424
C  1.121  -1.192  -1.730
C  0.023  -0.286  -2.012
C  1.103  -2.168  -0.707
C  0.881  1.027  2.826
H  -2.290  -2.203  -0.308
H  -2.136  1.211  -1.423
H  -0.740  2.264  1.737
H  0.993  0.840  3.814
C  -1.308  -1.848  -0.690

Values from the calculation:
- LUMO energy: 0.0346 Ha
- SMILES: Cc1ccccc1.CCC
- Frontier orbital gap: 0.3598 Ha

---

Calculated total energy per entry: -522.20831 -211.09538 -382.64582 -1210.22646 -6985.85255 -3627.80419 -324.58802 -390.52092 hartree
ΔE to the lowest compared entry with this formula, charge and spin per entry: 31.4 286.2 141.6 364.3 227.2 454.2 358.3 301.8 kJ/mol